Here is a 11-piece molecular cluster, C38H68Cl2O30 overall in a non-equilibrium geometry from the Open Molecules 2025 dataset. Energies are from ωB97M-V/def2-TZVPD.

```
138
Properties=species:S:1:pos:R:3:lowdin_charge:R:1
Cl 7.936 3.070 18.229 0.616
Cl 3.702 2.263 18.638 0.643
O -1.794 1.049 19.887 0.047
O -0.519 -0.481 19.081 0.027
O 8.484 6.741 21.605 0.131
O 1.344 -4.822 28.043 0.151
O 1.490 -6.444 19.521 0.130
O 1.243 0.170 26.209 0.122
O -0.949 -0.504 21.294 0.121
O 4.988 -0.170 28.676 0.164
O 3.426 -1.750 22.738 0.146
O 2.929 -3.683 26.969 0.050
O 7.701 0.719 21.032 0.026
O -0.011 -5.412 18.179 -0.006
O 1.106 3.810 24.285 0.163
O 2.228 6.732 21.317 0.035
O 1.936 -4.528 18.378 0.023
O 7.979 1.941 22.919 0.098
O 3.582 0.398 22.040 0.024
O 0.923 -3.848 26.038 0.071
O 2.163 4.645 26.093 0.044
O 1.658 -0.375 22.760 0.058
O 5.099 -0.110 26.437 0.054
O 9.374 2.056 21.144 -0.022
O 2.757 6.311 19.167 0.116
O 4.400 1.685 27.523 0.043
O 0.206 3.684 26.353 0.055
O 0.284 0.491 28.248 0.046
O 1.123 5.202 20.278 0.005
O -0.938 0.683 26.519 0.019
O 7.640 5.753 23.459 0.045
O 8.463 7.753 23.623 0.013
C 0.302 0.421 26.927 -0.590
C 2.103 6.104 20.160 -0.607
C 2.947 -0.672 22.562 -0.573
C 0.203 -1.690 19.101 -0.039
C 5.737 4.215 23.549 -0.040
C 5.269 3.085 18.748 -0.650
C 6.378 2.236 18.176 -0.679
C 1.477 0.256 28.982 -0.197
C 10.069 3.159 21.755 -0.014
C 1.024 4.225 19.242 -0.061
C 4.748 2.164 26.224 -0.113
C 0.667 3.931 27.675 -0.089
C 1.159 4.030 25.453 -0.566
C 9.324 8.750 23.119 -0.062
C 3.223 7.751 21.434 -0.209
C -2.666 1.567 20.876 -0.209
C 1.700 -3.093 25.103 -0.107
C 1.758 4.986 27.431 -0.079
C 1.178 -5.565 18.768 -0.596
C 3.588 -3.347 19.695 -0.060
C 1.515 1.040 22.892 -0.105
C 3.308 -4.539 18.800 -0.205
C 8.324 1.578 21.817 -0.610
C -1.177 0.782 25.122 -0.041
C 2.700 9.086 20.935 -0.055
C 6.753 4.928 22.673 -0.196
C 2.023 -1.172 28.913 -0.036
C 6.884 -1.366 21.970 -0.037
C -1.078 -0.029 20.191 -0.591
C -1.970 2.295 22.019 -0.053
C 8.212 6.748 22.776 -0.606
C 5.004 0.893 25.403 -0.062
C 2.716 1.550 22.087 -0.077
C 4.867 0.415 27.647 -0.575
C 1.680 -4.180 27.098 -0.589
C 6.531 0.039 21.534 -0.202
C -0.994 -6.411 18.455 -0.032
C 3.055 -2.895 25.785 -0.113
H 3.457 7.797 22.495 0.122
H 10.329 8.373 22.914 0.101
H -0.216 4.290 28.200 0.140
H 10.255 2.954 22.808 0.099
H 3.959 2.786 25.799 0.113
H 4.118 7.436 20.896 0.117
H 1.203 -1.524 18.694 0.088
H 7.431 4.195 22.240 0.091
H 1.409 6.022 27.427 0.131
H 2.633 5.003 28.075 0.133
H 5.929 0.901 24.832 0.125
H 9.435 9.548 23.851 0.093
H 0.067 4.348 18.733 0.099
H -0.189 -2.452 18.423 0.093
H 1.250 0.430 30.034 0.126
H -1.565 -6.530 17.536 0.093
H -0.768 0.044 24.439 0.097
H 6.220 5.450 21.881 0.123
H 1.181 -2.162 24.878 0.107
H 3.835 -3.356 25.177 0.128
H 6.421 1.253 18.647 0.054
H 11.042 3.182 21.271 0.097
H 6.014 0.650 22.267 0.099
H 5.173 3.983 18.131 0.072
H -1.368 3.086 21.556 0.085
H 3.368 -1.870 25.964 0.100
H 4.129 0.589 24.831 0.120
H -0.556 -7.356 18.756 0.092
H 5.911 -0.004 20.637 0.112
H 1.070 3.257 19.733 0.062
H 1.266 -1.908 29.183 0.094
H 6.020 -1.851 22.420 0.067
H -0.920 1.814 24.858 0.078
H 5.578 2.859 26.372 0.131
H -3.324 0.814 21.323 0.129
H 7.719 -1.318 22.672 0.086
H 3.588 -5.463 19.303 0.119
H 2.307 -1.384 27.883 0.051
H 3.551 -2.443 19.082 0.073
H 6.044 3.293 24.029 0.050
H 7.219 -1.954 21.116 0.081
H 0.291 -2.136 20.089 0.096
H 2.471 1.917 21.095 0.074
H 5.444 3.540 19.723 0.067
H 3.908 -4.495 17.890 0.125
H 8.979 9.219 22.197 0.096
H -3.349 2.243 20.365 0.124
H 4.616 -3.491 20.037 0.080
H 9.503 4.068 21.576 0.080
H 1.532 1.294 23.949 0.099
H 1.765 -3.645 24.168 0.126
H 4.841 4.077 22.942 0.069
H 2.146 8.979 20.003 0.081
H -1.682 -6.038 19.214 0.097
H -2.723 2.819 22.608 0.090
H -2.263 0.824 25.020 0.102
H 2.938 -3.216 20.555 0.070
H 2.900 -1.214 29.550 0.083
H 6.116 1.998 17.144 0.071
H 3.518 9.789 20.778 0.081
H 2.023 9.521 21.672 0.077
H 1.086 3.083 28.217 0.120
H 3.320 2.283 22.621 0.115
H 5.472 4.940 24.328 0.090
H 2.259 0.971 28.718 0.103
H -1.345 1.672 22.642 0.026
H 0.581 1.358 22.448 0.097
H 1.792 4.327 18.483 0.057
```

As for the total charge: 0. The energy relative to the best compared isomer or geometry (same formula, charge and spin) comes out at 17.03 kcal per mole. Its SMILES is CCOC(=O)OC.CCOC(=O)OC.CCOC(=O)OC.CCOC(=O)OC.CCOC(=O)OC.CCOC(=O)OC.O=C1OCCO1.O=C1OCCO1.O=C1OCCO1.O=C1OCCO1.ClCCCl. As for the highest occupied orbital energy: -10.5 eV. Its HOMO-LUMO gap is 10.698 eV. For the total energy, the calculation gives -4666.43523 hartree.

***

Here is C34H35Cl2N6O4STeZr as an isolated structure from the Open Molecules 2025 dataset. Energies are from ωB97M-V/def2-TZVPD.

```
84
Properties=species:S:1:pos:R:3:lowdin_charge:R:1
Te 2.964 -0.408 0.676 1.423
Zr -0.533 -0.106 -0.943 1.834
Cl 1.895 -1.874 -5.096 0.673
Cl 3.846 -1.174 -3.025 0.649
S -1.721 2.339 -2.124 0.957
O 0.361 -1.903 -1.953 -0.085
O -4.782 -0.857 -1.201 0.105
O 1.071 0.040 -2.597 -0.182
O -1.186 -3.731 1.153 0.107
N -1.780 -0.467 -3.009 -0.025
N -2.598 -0.481 -0.547 -0.070
N 2.034 -2.987 0.179 0.001
N -1.039 1.529 0.848 -0.134
N -0.549 -1.589 0.666 -0.072
N 0.989 2.111 -0.938 -0.159
C 1.852 -5.520 -0.947 -0.036
C 1.184 -1.215 -2.605 -0.781
C -0.375 -2.975 0.659 -0.428
C 2.074 -0.749 2.579 -0.401
C -1.692 -1.278 1.480 -0.296
C 0.138 2.268 1.343 -0.154
C -3.606 -0.685 -1.439 -0.447
C 1.893 0.516 4.744 -0.035
C 3.146 1.499 2.938 -0.304
C 3.412 2.603 3.749 -0.040
C 0.787 3.019 0.202 -0.181
C 0.729 -4.884 -0.456 0.012
C 2.156 1.616 5.541 -0.072
C -3.970 -0.621 2.927 -0.060
C -2.807 -0.744 0.830 -0.252
C 2.381 0.449 3.439 -0.299
C 0.867 -3.610 0.087 -0.219
C 2.919 2.666 5.040 -0.075
C -3.490 -0.718 -5.196 -0.013
C -3.979 -0.781 -3.903 0.032
C -1.316 -0.389 -4.261 -0.121
C 2.288 -1.923 -3.367 -0.984
C -2.244 2.367 0.650 -0.223
C -1.718 -1.463 2.856 -0.024
C -2.302 3.200 -0.626 -0.391
C -2.853 -1.133 3.579 -0.060
C 3.079 -4.875 -0.853 -0.049
C 3.690 1.430 1.532 -0.419
C -3.098 -0.636 -2.851 -0.199
C -0.316 3.374 -2.635 -0.394
C 1.051 2.834 -2.213 -0.246
C -2.131 -0.510 -5.373 -0.019
C -3.951 -0.419 1.556 -0.021
C 3.120 -3.619 -0.277 -0.185
H 0.153 3.843 -0.120 0.101
H 4.058 -3.084 -0.174 0.071
H -0.859 -1.903 3.347 0.119
H -0.142 2.955 2.147 0.141
H -0.260 -0.216 -4.388 0.078
H -3.094 1.692 0.659 0.093
H 1.005 -0.884 2.429 0.014
H 1.773 1.655 6.552 0.107
H -5.024 -0.936 -3.674 0.131
H 2.334 -2.963 -3.062 0.062
H -3.345 3.464 -0.800 0.088
H -0.513 4.374 -2.250 0.079
H 1.722 3.475 0.532 0.122
H 2.476 -1.675 2.988 0.070
H 1.426 2.146 -2.963 0.103
H 1.752 3.674 -2.152 0.134
H 3.375 2.292 0.945 0.029
H 1.865 1.613 -0.806 0.018
H 3.136 3.526 5.660 0.107
H 4.778 1.419 1.521 0.057
H 1.776 -6.506 -1.386 0.116
H -0.248 -5.344 -0.475 0.126
H 1.304 -0.306 5.135 0.117
H -4.860 -0.380 3.491 0.110
H -2.873 -1.291 4.649 0.109
H -1.755 4.136 -0.550 0.069
H -4.818 -0.029 1.044 0.115
H -0.365 3.442 -3.721 0.084
H 4.017 3.415 3.362 0.118
H -4.152 -0.823 -6.044 0.122
H 0.839 1.541 1.757 0.085
H -1.301 0.880 1.590 0.097
H 3.992 -5.337 -1.205 0.112
H -2.366 3.042 1.504 0.137
H -1.693 -0.448 -6.359 0.118
```

As for the total charge: +1. The energy relative to the best compared isomer or geometry (same formula, charge and spin) comes out at 8.66 kcal per mole. As for the highest occupied orbital energy: -10.5 eV. Its HOMO-LUMO gap is 7.629 eV. For the total energy, the calculation gives -3579.79753 hartree.

***

Here is a 8-piece molecular cluster, H16O8 overall in a non-equilibrium geometry from the Open Molecules 2025 dataset. Energies are from ωB97M-V/def2-TZVPD.

```
24
Properties=species:S:1:pos:R:3:nbo_charge:R:1
O -3.947 0.869 -1.235 -0.949
O -1.086 -3.176 -1.935 -0.952
O 0.056 1.833 -1.779 -0.954
O 1.257 0.634 0.037 -0.951
O 5.445 0.699 0.463 -0.951
O 0.800 -2.769 -0.132 -0.945
O -2.104 -1.516 3.780 -0.944
O -1.137 4.267 0.878 -0.948
H 1.948 0.700 0.693 0.490
H -1.659 4.676 0.177 0.468
H -1.535 -3.294 -1.021 0.494
H 1.580 -3.278 -0.259 0.469
H 0.724 -2.305 -1.055 0.474
H 5.366 1.084 -0.403 0.475
H -2.069 -2.534 3.704 0.475
H -1.265 -1.172 3.503 0.469
H -0.183 -3.406 -1.934 0.461
H 0.001 1.401 -0.906 0.478
H -0.366 3.834 0.321 0.480
H 0.653 -0.049 0.418 0.477
H -3.151 1.004 -0.709 0.471
H -4.742 1.241 -0.692 0.478
H 5.988 -0.140 0.394 0.476
H -0.573 1.396 -2.310 0.460
```

As for the total charge: 0. The energy relative to the best compared isomer or geometry (same formula, charge and spin) comes out at 89.32 kcal per mole. Its SMILES is O.O.O.O.O.O.O.O. As for the highest occupied orbital energy: -11.0 eV. Its HOMO-LUMO gap is 10.869 eV. For the total energy, the calculation gives -611.44027 hartree.

***

Here is C2H10BaO11 as an isolated structure in a non-equilibrium geometry from the Open Molecules 2025 dataset. Energies are from ωB97M-V/def2-TZVPD.

```
24
Properties=species:S:1:pos:R:3:lowdin_charge:R:1
Ba 0.026 0.049 -0.013 2.075
O -1.686 2.069 0.486 -0.201
O -1.297 -1.808 -1.877 -0.175
O 2.028 -1.798 0.161 -0.262
O 0.127 -2.892 0.275 -0.327
O 4.013 1.238 -0.496 -0.193
O 2.103 2.091 0.206 -0.307
O 2.166 0.875 -1.716 -0.261
O 0.607 0.211 2.613 -0.174
O 1.812 -3.713 -1.005 -0.168
O -0.619 1.942 -2.099 -0.173
O -2.100 -0.730 1.588 -0.157
C 2.754 1.446 -0.724 -1.042
C 1.386 -2.870 -0.146 -1.009
H 0.272 1.868 -2.514 0.041
H 0.546 -0.566 3.182 0.052
H 0.955 0.915 3.171 0.056
H -2.461 2.160 1.052 0.037
H -1.959 -0.759 2.542 0.043
H -1.181 2.382 -2.745 0.027
H -1.616 2.905 0.007 0.049
H -2.167 -2.200 -1.987 0.015
H -0.752 -2.511 -1.437 0.017
H -2.958 -0.305 1.476 0.037
```

As for the total charge: -2. The energy relative to the best compared isomer or geometry (same formula, charge and spin) comes out at 33.46 kcal per mole. As for the highest occupied orbital energy: 1.1 eV. Its HOMO-LUMO gap is 2.289 eV. For the total energy, the calculation gives -935.42755 hartree.

***

What is the total charge in the first record? 0

***

Look up the energy relative to the best compared isomer or geometry (same formula, charge and spin) of the first one. 17.03 kcal per mole